Molecular formula: C15H22BrCl4N2O4V
Method: DFT, ωB97M-V/def2-TZVPD

Element x y z (Å)
Br 1.42977 -2.22906 1.82813
V 0.41480 -0.11608 0.81605
Cl -2.17310 3.93853 -4.88080
Cl 0.85753 3.48432 -4.21258
Cl -3.50192 0.71874 -0.73579
Cl -4.38603 2.57143 -3.13581
O 3.46286 1.10097 0.92699
O 1.28831 1.40537 1.43982
O 1.29510 1.75852 -1.88570
O -0.65366 0.49698 -0.40413
N 1.90085 -0.60475 -0.65282
N 1.43761 -1.72168 -1.40504
C -0.98132 1.29558 -1.44067
C -0.66187 0.60784 3.60865
C -0.89927 -0.30310 2.40589
C -0.37465 2.73136 -3.26134
C 3.73865 -2.11428 -2.29912
C 2.23915 -2.04307 -2.60309
C 1.96698 -0.99504 -3.67894
C -1.92361 0.66984 4.47333
C 1.73767 -3.40681 -3.06451
C 0.07543 1.91747 -2.17816
C 0.52625 0.15451 4.45032
C 2.52911 1.79737 1.24088
C -1.71594 2.92606 -3.55343
C -2.71182 2.31636 -2.78951
C -2.31762 1.50168 -1.73084
H 2.22057 -3.69347 -3.99981
H 4.13760 -1.13426 -2.03225
H 0.90400 -0.97597 -3.92487
H 0.65892 -3.37387 -3.22333
H 4.28602 -2.46368 -3.17659
H -1.04166 -1.33447 2.72877
H 0.35904 -0.85598 4.83410
H 0.67203 0.82218 5.30385
H -2.17377 -0.32495 4.85344
H 1.45258 -2.51111 -0.76508
H 1.81983 0.26344 -1.22057
H 2.84144 -0.71322 -0.28230
H 2.64037 2.87797 1.42327
H -2.77805 1.03332 3.89906
H -0.45702 1.61876 3.24433
H 2.53270 -1.23047 -4.58339
H 3.93664 -2.80476 -1.47472
H -1.78397 1.33106 5.33307
H 1.44711 0.13070 3.86832
H 2.24699 0.00556 -3.34703
H 1.95422 -4.17751 -2.31982
H -1.80543 0.01459 1.87089

## Properties
* ΔE to the lowest compared entry with this formula, charge and spin: 1.157 eV
* Kohn-Sham gap (alpha / beta): 6.635 / 7.289 eV
* E_HOMO (alpha / beta): -4.64 / -4.65 eV
* total charge: -1
* spin multiplicity: 2
* lowest unoccupied orbital energy (alpha / beta): 0.073 / 0.097 hartree
* M: 567.01 g/mol
* expectation value of S²: 0.7842

Molecular formula: C34H28NO7PtS
Method: DFT, ωB97M-V/def2-TZVPD

Element x y z (Å)
Pt 0.19749 1.24116 0.07621
S 1.76233 1.51405 1.72899
O -1.53342 -1.75403 -0.15896
O -1.25795 0.36817 1.39112
O 1.29930 -0.94924 -0.66393
O 1.58319 -2.86196 -1.91460
O 8.34142 1.76846 0.22964
O -1.00601 3.04223 0.57350
O 7.42040 2.31539 -1.70567
N -1.07749 0.94236 -1.57860
C -0.52876 -4.98702 -1.54352
C -1.36422 0.92825 2.59587
C 5.91025 1.86054 0.05452
C -2.27999 -3.43817 -2.12434
C -1.05306 -3.26539 2.19915
C 0.64191 -4.29714 3.55712
C -0.55482 0.79699 -2.80561
C -2.67867 -4.27939 -3.14870
C -1.41576 3.29345 1.71814
C 7.28034 2.00270 -0.56162
C -2.00374 -5.47129 -3.37986
C -2.40275 0.84738 -1.41736
C -0.92934 -5.82031 -2.57150
C 4.39481 1.87609 1.91963
C -1.44078 0.08277 3.70995
C -3.24991 0.60490 -2.48057
C -1.33794 0.54802 -3.91162
C 3.32116 1.63444 1.03966
C -0.79426 -2.88366 -0.22851
C 5.67704 1.98849 1.42225
C -0.61613 -3.72558 3.43153
C 1.25822 -1.99743 -1.20891
C -0.24411 -3.37317 1.06511
C 4.84938 1.62921 -0.82350
C 1.45409 -4.41231 2.43801
C -1.45209 2.32616 2.80605
C -1.90544 4.69827 1.94202
C -1.64001 2.80481 4.12055
C -1.60995 0.58397 4.97997
C -1.71080 1.96120 5.19782
C -1.19557 -3.78027 -1.30440
C 3.56719 1.50825 -0.34295
C -2.71117 0.45007 -3.74642
C 1.01606 -3.95851 1.20324
H 1.67103 -4.05373 0.34727
H -1.71766 3.86940 4.28977
H -1.24817 5.21498 2.64345
H -1.66135 -0.09939 5.81831
H -3.52671 -4.00997 -3.76531
H 8.08001 1.40828 1.08490
H -1.84256 2.35600 6.19504
H 6.48581 2.20953 2.10776
H -1.89211 5.22900 0.99486
H -1.33474 -1.22636 0.64254
H 2.43569 -4.85954 2.52455
H -2.90997 4.70241 2.36342
H 5.06272 1.55192 -1.88071
H 0.30563 -5.28066 -0.92248
H -0.40266 -6.74969 -2.74267
H 4.20261 1.98222 2.97895
H -3.35183 0.25399 -4.59595
H 0.52146 0.87249 -2.88612
H -1.35395 -0.97971 3.53488
H -4.31421 0.53394 -2.30774
H -2.31750 -6.12837 -4.18004
H 0.98397 -4.65852 4.51771
H -1.26652 -3.65206 4.29448
H -0.87478 0.43239 -4.88080
H -2.04996 -2.85106 2.09949
H 2.74522 1.30596 -1.01504
H -2.76432 0.95506 -0.40484
H -2.81123 -2.51475 -1.94128

## Properties
* ΔE to the lowest compared entry with this formula, charge and spin: 0.357 eV
* Kohn-Sham gap (alpha / beta): 6.359 / 5.361 eV
* E_HOMO (alpha / beta): -9.16 / -11.22 eV
* total charge: +1
* spin multiplicity: 5
* lowest unoccupied orbital energy (alpha / beta): -0.103 / -0.215 hartree
* M: 789.74 g/mol
* expectation value of S²: 6.0501

Molecular formula: C8H4Cl5FeN2O5
Method: DFT, ωB97M-V/def2-TZVPD

Element x y z (Å)
Fe 0.31215 -0.63551 1.27537
Cl 3.14219 -1.78609 0.78389
Cl 2.71136 4.22361 -0.74194
Cl 5.41246 2.72538 -1.13751
Cl 0.24568 2.70568 0.41004
Cl 5.65104 -0.29027 -0.37332
O 0.85773 -1.00180 3.24656
O -0.36873 -0.18934 4.85005
O -0.87950 0.13838 2.75718
O -0.09500 -2.32300 0.58679
O -1.44755 -3.62952 -0.62484
N -1.35480 -0.08445 -0.00538
N -0.13886 -0.34403 3.69970
C 4.16240 0.53830 -0.17298
C 4.05261 1.88832 -0.51146
C -2.01016 -1.32761 -0.46010
C -1.14387 -2.55762 -0.17973
C 1.75154 1.85685 0.16862
C 3.04352 -0.11634 0.32767
C 1.81980 0.51447 0.50039
C 2.84215 2.55909 -0.33690
H -1.00703 0.46737 -0.78203
H -2.23637 -1.29969 -1.52401
H -1.98507 0.51239 0.51906
H -2.95034 -1.46674 0.07188

## Properties
* ΔE to the lowest compared entry with this formula, charge and spin: 0.000 eV
* Kohn-Sham gap (alpha / beta): 9.479 / 7.646 eV
* E_HOMO (alpha / beta): -9.60 / -9.58 eV
* total charge: 0
* spin multiplicity: 6
* lowest unoccupied orbital energy (alpha / beta): -0.005 / -0.071 hartree
* M: 441.24 g/mol
* expectation value of S²: 8.7592

Molecular formula: C4H8NO2
Method: DFT, ωB97M-V/def2-TZVPD

Element x y z (Å)
O 0.03716 -1.83652 1.86619
O -0.23934 0.30730 -3.28161
N 0.62661 0.69518 1.44173
C -0.57078 0.06377 -2.15993
C -0.54566 -1.33886 0.88134
C 0.37019 0.22595 -0.96527
C -0.25473 0.06895 0.40831
H -1.62593 -0.10857 -1.86084
H 1.64027 0.32922 1.42340
H 1.15751 -0.55245 -1.11240
H 0.67820 1.70852 1.35397
H 0.84331 1.22393 -0.96978
H 0.35686 0.40748 2.38932
H -1.29739 -1.88363 0.28710
H -1.17630 0.68971 0.29845

## Properties
* ΔE to the lowest compared entry with this formula, charge and spin: 2.472 eV
* Kohn-Sham gap (alpha / beta): 4.217 / 7.984 eV
* E_HOMO (alpha / beta): -4.31 / -8.24 eV
* total charge: 0
* spin multiplicity: 2
* lowest unoccupied orbital energy (alpha / beta): -0.004 / -0.010 hartree
* M: 102.11 g/mol
* expectation value of S²: 0.7536

F_max across the listed records, respectively: 0.00324 0.02049 0.00211 0.05195 Eh/bohr.
Calculated total energy across the listed records, respectively: -6354.19830 -2411.11017 -4357.56231 -362.30240 a.u..